(1)
{"formula": "C33H37N6O5OsPS2", "method": "ωB97M-V/def2-TZVPD", "multiplicity": 5, "total_energy_ev": -87380.007, "largest_force_ev_per_a": 2.57, "orbital_gap_ev": [5.5, 2.1], "charge": 4, "lumo_energy_ev": [-11.85, -15.28], "elements": ["Os", "O", "N", "C", "C", "C", "C", "C", "C", "C", "P", "C", "C", "C", "C", "C", "C", "C", "C", "C", "C", "C", "C", "H", "H", "H", "H", "H", "H", "H", "H", "H", "H", "H", "H", "H", "H", "H", "H", "C", "C", "C", "C", "N", "C", "S", "N", "C", "H", "H", "H", "H", "H", "H", "H", "H", "C", "C", "S", "O", "O", "C", "C", "N", "C", "N", "C", "C", "N", "O", "O", "C", "H", "H", "H", "H", "H", "H", "H", "H", "H", "H", "H", "H", "H"], "positions_angstrom": [[-0.24, 0.39, -0.16], [-1.80, -0.54, -2.24], [-0.60, -0.89, -1.68], [-0.10, -2.04, -2.00], [1.20, -2.56, -1.64], [1.45, -3.91, -1.95], [2.69, -4.48, -1.71], [3.71, -3.71, -1.18], [3.49, -2.37, -0.86], [2.24, -1.79, -1.07], [2.02, -0.01, -0.78], [2.20, 0.74, -2.41], [1.57, 1.98, -2.58], [1.66, 2.63, -3.79], [2.36, 2.04, -4.84], [2.99, 0.81, -4.67], [2.90, 0.15, -3.45], [3.43, 0.48, 0.25], [3.59, -0.09, 1.52], [4.76, 0.13, 2.22], [5.77, 0.91, 1.66], [5.61, 1.47, 0.40], [4.43, 1.29, -0.30], [-2.17, -1.24, -2.83], [-0.69, -2.70, -2.63], [0.67, -4.52, -2.39], [2.86, -5.52, -1.94], [4.69, -4.13, -1.01], [4.30, -1.78, -0.47], [1.03, 2.41, -1.73], [1.20, 3.59, -3.94], [2.42, 2.55, -5.79], [3.55, 0.38, -5.48], [3.39, -0.80, -3.32], [2.82, -0.72, 1.93], [4.90, -0.32, 3.19], [6.68, 1.09, 2.21], [6.42, 2.02, -0.06], [4.30, 1.74, -1.28], [-5.28, 4.30, -2.90], [-3.97, 3.97, -2.34], [-2.82, 4.71, -2.57], [-1.60, 4.29, -2.04], [-1.52, 3.16, -1.32], [-2.62, 2.48, -1.08], [-2.53, 1.12, -0.03], [-3.83, 2.86, -1.56], [-0.40, 5.12, -2.24], [-5.37, 5.37, -3.08], [-6.11, 3.96, -2.29], [-5.39, 3.82, -3.88], [-2.88, 5.62, -3.15], [-4.66, 2.31, -1.35], [-0.52, 6.05, -1.69], [-0.31, 5.40, -3.29], [0.51, 4.62, -1.90], [0.92, 5.95, 7.47], [0.32, 4.71, 8.03], [1.25, 3.16, 7.45], [0.40, 2.09, 7.83], [2.61, 3.25, 7.86], [1.30, 3.18, 5.56], [-0.05, 2.81, 4.96], [0.04, 1.89, 3.84], [0.07, 2.21, 2.53], [0.08, 1.10, 1.77], [0.07, 0.04, 2.63], [0.05, 0.51, 3.91], [-0.03, -0.33, 5.10], [-0.13, 0.21, 6.16], [0.01, -1.51, 4.86], [0.07, 3.57, 1.97], [0.49, 6.80, 8.02], [0.69, 6.11, 6.42], [1.99, 6.00, 7.65], [-0.71, 4.50, 7.75], [0.46, 4.61, 9.10], [2.05, 2.42, 5.38], [1.69, 4.15, 5.27], [-0.58, 3.70, 4.63], [-0.62, 2.30, 5.75], [0.07, -1.00, 2.32], [1.04, 4.05, 2.14], [-0.69, 4.20, 2.44], [-0.12, 3.52, 0.90]]}

***

(2)
{"formula": "C33H37O8P", "method": "ωB97M-V/def2-TZVPD", "total_energy_ev": -60478.588, "smiles": "CC[C@H](C)c1cc(CCOC=O)c2c(c1CCCO)C(=O)c1c(CCC(=O)O)ccc([PH2]=O)c1C2=O.c1ccccc1", "largest_force_ev_per_a": 4.68, "orbital_gap_ev": 7.4, "charge": 0, "lumo_energy_ev": -1.02, "elements": ["C", "C", "C", "C", "C", "C", "C", "C", "C", "O", "C", "O", "C", "C", "C", "C", "C", "C", "O", "C", "O", "C", "C", "C", "C", "C", "O", "O", "C", "C", "C", "P", "O", "C", "C", "O", "H", "H", "H", "H", "H", "H", "H", "H", "H", "H", "H", "H", "H", "H", "H", "H", "H", "H", "H", "H", "H", "H", "H", "H", "H", "H", "H", "H", "H", "H", "H", "C", "C", "C", "C", "C", "C", "H", "H", "H", "H", "H", "H"], "positions_angstrom": [[-3.15, -3.35, 3.24], [-3.10, -3.59, 1.65], [-1.63, -3.49, 0.99], [-0.51, -3.25, 2.14], [-1.47, -2.29, -0.07], [-2.41, -1.05, -0.10], [-2.26, 0.15, -1.07], [-3.27, 1.41, -1.01], [-3.21, 1.99, 0.51], [-1.79, 1.98, 0.88], [-1.71, 2.00, 2.30], [-1.62, 0.98, 3.02], [-1.10, 0.10, -2.09], [-0.14, -1.15, -2.12], [-0.30, -2.35, -1.13], [0.75, -3.55, -1.22], [0.14, -4.92, -1.80], [-0.05, -4.93, -3.39], [-1.17, -4.06, -3.71], [1.04, -1.07, -3.22], [1.39, -2.03, -3.95], [1.71, 0.40, -3.34], [3.26, 0.59, -3.47], [4.30, -0.62, -3.51], [4.89, -0.75, -1.99], [4.27, -1.97, -1.17], [3.22, -1.77, -0.48], [4.82, -3.27, -1.11], [3.74, 2.08, -3.53], [2.81, 3.31, -3.48], [1.26, 3.12, -3.35], [0.08, 4.60, -3.25], [-0.21, 4.96, -1.77], [0.76, 1.65, -3.29], [-0.81, 1.30, -3.12], [-1.70, 1.90, -3.77], [-2.67, -2.35, 3.57], [-4.25, -3.29, 3.58], [-2.70, -4.26, 3.78], [-3.88, -2.91, 1.18], [-3.48, -4.67, 1.49], [-1.40, -4.52, 0.55], [-0.55, -4.18, 2.83], [0.56, -3.21, 1.73], [-0.67, -2.28, 2.72], [-3.29, -0.99, 0.65], [-4.33, 1.11, -1.32], [-2.94, 2.28, -1.68], [-3.63, 3.05, 0.53], [-3.78, 1.25, 1.17], [-1.76, 3.01, 2.84], [1.16, -3.81, -0.17], [1.68, -3.30, -1.85], [-0.86, -5.22, -1.35], [0.89, -5.75, -1.52], [-0.40, -6.00, -3.67], [0.90, -4.72, -3.98], [-1.04, -3.63, -4.58], [3.82, -1.63, -3.74], [5.15, -0.44, -4.27], [4.64, 0.20, -1.39], [6.04, -0.83, -2.01], [4.47, -3.76, -0.32], [4.86, 2.28, -3.59], [3.17, 4.40, -3.49], [0.79, 5.71, -3.84], [-1.11, 4.37, -4.02], [0.18, 4.05, 5.05], [1.08, 5.08, 5.32], [0.71, 6.11, 6.18], [-0.55, 6.11, 6.78], [-1.45, 5.09, 6.50], [-1.08, 4.06, 5.64], [0.46, 3.25, 4.38], [2.06, 5.08, 4.86], [1.42, 6.91, 6.40], [-0.83, 6.92, 7.45], [-2.43, 5.09, 6.96], [-1.78, 3.26, 5.43]]}

***

(3)
{"formula": "C33H38AsCoN4S", "method": "ωB97M-V/def2-TZVPD", "total_energy_ev": -150085.862, "e_above_lowest_ev": 1.599, "largest_force_ev_per_a": 1.00, "orbital_gap_ev": 6.8, "charge": 2, "lumo_energy_ev": -6.63, "elements": ["Co", "N", "C", "C", "C", "C", "C", "N", "C", "C", "C", "C", "C", "N", "H", "H", "H", "H", "H", "H", "H", "H", "H", "N", "C", "C", "C", "C", "C", "C", "C", "C", "C", "C", "C", "C", "H", "H", "H", "H", "H", "H", "H", "H", "H", "H", "C", "S", "C", "H", "H", "H", "H", "H", "H", "C", "As", "C", "C", "C", "C", "C", "C", "C", "C", "H", "H", "H", "H", "H", "H", "H", "H", "H", "H", "H", "H", "H"], "positions_angstrom": [[-0.06, 0.73, -0.31], [2.12, 0.89, 2.01], [0.83, 0.94, 2.48], [0.63, 1.09, 3.86], [-0.65, 1.14, 4.34], [-1.72, 1.02, 3.45], [-1.45, 0.87, 2.12], [-0.19, 0.83, 1.63], [2.62, 0.90, 0.73], [4.02, 0.91, 0.61], [4.60, 0.92, -0.63], [3.77, 0.92, -1.75], [2.42, 0.91, -1.57], [1.83, 0.88, -0.34], [2.82, 0.95, 2.73], [1.48, 1.18, 4.51], [-0.82, 1.25, 5.41], [-2.75, 1.05, 3.79], [-2.24, 0.77, 1.39], [4.63, 0.92, 1.51], [5.68, 0.92, -0.73], [4.18, 0.94, -2.75], [1.77, 0.93, -2.42], [-0.50, 0.41, -2.18], [-0.30, 1.31, -3.31], [-0.53, 0.78, -4.58], [-0.43, 1.60, -5.69], [-0.13, 2.94, -5.51], [0.10, 3.45, -4.25], [0.05, 2.64, -3.11], [0.29, 3.23, -1.75], [0.92, 4.47, -1.69], [0.94, 5.22, -0.53], [0.28, 4.74, 0.59], [-0.26, 3.46, 0.58], [-0.21, 2.65, -0.56], [-1.53, 0.34, -2.07], [-0.19, -0.52, -2.45], [-0.79, -0.26, -4.69], [-0.61, 1.19, -6.68], [-0.09, 3.60, -6.37], [0.30, 4.50, -4.14], [1.39, 4.87, -2.58], [1.43, 6.18, -0.51], [0.21, 5.35, 1.49], [-0.74, 3.12, 1.48], [-4.93, 1.54, -0.53], [-3.45, 0.57, -0.87], [-4.12, -1.10, -0.77], [-5.29, 1.34, 0.48], [-5.70, 1.30, -1.26], [-4.66, 2.59, -0.62], [-4.87, -1.26, -1.55], [-4.56, -1.29, 0.21], [-3.30, -1.80, -0.94], [-0.59, -3.31, -1.07], [-0.02, -1.88, 0.11], [1.86, -2.36, 0.21], [-0.76, -2.49, 1.83], [-0.16, -3.77, 2.33], [1.03, -3.75, 3.06], [1.57, -4.92, 3.57], [0.92, -6.13, 3.34], [-0.26, -6.16, 2.62], [-0.80, -4.98, 2.11], [-0.28, -4.25, -0.61], [-0.11, -3.22, -2.04], [-1.67, -3.32, -1.20], [1.96, -3.38, 0.57], [2.41, -1.70, 0.88], [2.29, -2.28, -0.79], [-1.83, -2.61, 1.64], [-0.65, -1.68, 2.56], [1.53, -2.80, 3.25], [2.48, -4.89, 4.14], [1.34, -7.04, 3.75], [-0.77, -7.10, 2.45], [-1.73, -5.01, 1.56]]}

***

(4)
{"formula": "C33H38Cl2CrF6N2O4P", "method": "ωB97M-V/def2-TZVPD", "multiplicity": 4, "total_energy_ev": -125071.863, "e_above_lowest_ev": 0.000, "largest_force_ev_per_a": 0.71, "orbital_gap_ev": [7.5, 7.6], "charge": 0, "lumo_energy_ev": [-0.49, -0.49], "elements": ["Cr", "O", "C", "C", "C", "C", "C", "C", "C", "O", "N", "N", "C", "C", "C", "C", "C", "C", "C", "O", "H", "H", "H", "H", "H", "H", "H", "H", "H", "H", "Cl", "C", "Cl", "H", "H", "C", "C", "C", "C", "P", "C", "C", "C", "C", "C", "C", "C", "C", "C", "C", "H", "H", "H", "H", "H", "H", "H", "H", "H", "H", "H", "H", "H", "H", "H", "H", "H", "H", "H", "H", "H", "H", "H", "C", "C", "O", "C", "F", "F", "F", "C", "F", "F", "F", "H", "H", "H"], "positions_angstrom": [[0.49, -0.83, 0.46], [-2.15, 1.54, 3.18], [-1.18, 1.89, 4.05], [-1.57, 2.64, 5.16], [-0.64, 3.01, 6.11], [0.69, 2.64, 5.98], [1.08, 1.91, 4.88], [0.17, 1.53, 3.89], [0.63, 0.77, 2.72], [-0.26, 0.34, 1.85], [1.90, 0.55, 2.57], [2.11, -0.22, 1.44], [3.33, -0.54, 1.19], [3.77, -1.30, 0.05], [5.12, -1.66, -0.05], [5.60, -2.34, -1.14], [4.72, -2.66, -2.18], [3.39, -2.32, -2.11], [2.88, -1.64, -1.00], [1.61, -1.29, -0.98], [-1.75, 0.93, 2.53], [-2.61, 2.90, 5.25], [-0.96, 3.59, 6.97], [1.42, 2.92, 6.73], [2.11, 1.61, 4.75], [4.08, -0.19, 1.90], [5.79, -1.39, 0.77], [6.65, -2.62, -1.20], [5.09, -3.20, -3.04], [2.71, -2.56, -2.91], [-1.00, -3.03, -2.21], [-0.04, -4.51, -2.44], [1.15, -4.75, -1.16], [0.48, -4.43, -3.38], [-0.72, -5.35, -2.43], [-0.55, 3.88, -2.03], [-0.20, 2.79, -1.02], [1.33, 2.63, -1.00], [-0.66, 3.22, 0.38], [-0.84, 1.06, -1.42], [-0.42, 0.92, -3.21], [0.69, 0.16, -3.57], [1.07, 0.05, -4.90], [0.35, 0.70, -5.89], [-0.76, 1.45, -5.55], [-1.14, 1.57, -4.22], [-2.72, 1.01, -1.34], [-3.20, -0.11, -2.27], [-3.07, 0.59, 0.10], [-3.50, 2.29, -1.65], [-0.04, 4.80, -1.72], [-1.62, 4.09, -2.06], [-0.20, 3.64, -3.03], [1.78, 3.58, -0.70], [1.72, 2.37, -1.98], [1.65, 1.87, -0.28], [-0.19, 4.19, 0.61], [-0.36, 2.51, 1.14], [-1.74, 3.35, 0.44], [1.24, -0.36, -2.80], [1.94, -0.54, -5.16], [0.65, 0.61, -6.93], [-1.33, 1.96, -6.32], [-2.00, 2.18, -3.98], [-2.63, -1.03, -2.13], [-3.14, 0.17, -3.32], [-4.25, -0.33, -2.04], [-2.53, -0.31, 0.40], [-4.14, 0.39, 0.18], [-2.83, 1.38, 0.82], [-3.35, 2.65, -2.66], [-3.26, 3.10, -0.96], [-4.57, 2.08, -1.54], [-1.45, -4.32, 1.68], [-0.72, -3.08, 2.17], [-0.44, -2.26, 1.10], [-1.63, -2.33, 3.19], [-2.31, -3.18, 3.98], [-0.94, -1.51, 4.01], [-2.54, -1.59, 2.55], [0.59, -3.49, 2.86], [0.36, -4.05, 4.06], [1.42, -2.45, 3.05], [1.26, -4.39, 2.12], [-2.41, -4.01, 1.25], [-1.63, -5.03, 2.49], [-0.85, -4.78, 0.90]]}

***

(5)
{"formula": "C33H38Cl2F4O6", "method": "ωB97M-V/def2-TZVPD", "total_energy_ev": -83034.537, "smiles": "CCOC(=O)OC.CCOC(=O)OC.Fc1ccccc1.Fc1ccccc1.Fc1ccccc1.Fc1ccccc1.ClCCl", "e_above_lowest_ev": 2.263, "largest_force_ev_per_a": 4.77, "orbital_gap_ev": 9.8, "charge": 0, "lumo_energy_ev": 0.56, "elements": ["C", "C", "O", "C", "O", "O", "C", "H", "H", "H", "H", "H", "H", "H", "H", "C", "C", "O", "C", "O", "O", "C", "H", "H", "H", "H", "H", "H", "H", "H", "F", "C", "C", "C", "C", "C", "C", "H", "H", "H", "H", "H", "F", "C", "C", "C", "C", "C", "C", "H", "H", "H", "H", "H", "F", "C", "C", "C", "C", "C", "C", "H", "H", "H", "H", "H", "F", "C", "C", "C", "C", "C", "C", "H", "H", "H", "H", "H", "Cl", "C", "Cl", "H", "H"], "positions_angstrom": [[3.85, -4.36, 0.88], [2.95, -5.15, -0.13], [1.63, -5.37, 0.34], [0.65, -5.86, -0.52], [0.77, -6.16, -1.74], [-0.54, -5.83, 0.19], [-1.75, -6.05, -0.46], [4.91, -4.36, 0.61], [3.73, -4.92, 1.81], [3.51, -3.33, 0.88], [3.44, -6.10, -0.33], [2.97, -4.65, -1.10], [-1.88, -7.08, -0.79], [-1.78, -5.45, -1.37], [-2.57, -5.73, 0.18], [0.32, -2.56, -7.83], [-0.07, -2.08, -9.20], [0.14, -3.25, -9.99], [-0.63, -3.53, -11.02], [-1.54, -2.83, -11.37], [-0.27, -4.70, -11.60], [-1.00, -5.28, -12.69], [-0.49, -3.16, -7.41], [0.32, -1.72, -7.14], [1.22, -3.17, -7.79], [0.64, -1.33, -9.56], [-1.09, -1.71, -9.12], [-2.06, -5.07, -12.53], [-0.84, -6.35, -12.77], [-0.63, -4.77, -13.58], [-8.93, -3.92, 4.83], [-9.64, -3.09, 5.63], [-8.96, -2.05, 6.30], [-9.73, -1.25, 7.22], [-11.07, -1.58, 7.44], [-11.66, -2.61, 6.70], [-10.98, -3.38, 5.84], [-7.88, -1.95, 6.21], [-9.14, -0.58, 7.82], [-11.65, -0.97, 8.11], [-12.66, -2.86, 7.05], [-11.44, -4.25, 5.38], [3.28, 7.97, 1.60], [2.83, 9.14, 2.08], [3.10, 9.55, 3.41], [2.75, 10.83, 3.86], [1.98, 11.73, 3.05], [1.68, 11.30, 1.75], [2.15, 10.09, 1.31], [3.71, 8.89, 4.01], [3.05, 11.08, 4.86], [1.68, 12.73, 3.32], [1.17, 11.95, 1.07], [1.89, 9.85, 0.29], [6.27, -0.47, 7.92], [6.51, -1.66, 8.51], [5.42, -2.29, 9.15], [5.51, -3.53, 9.68], [6.82, -4.08, 9.68], [7.93, -3.42, 9.16], [7.76, -2.21, 8.52], [4.44, -1.84, 9.18], [4.69, -4.15, 10.00], [6.92, -5.06, 10.13], [8.91, -3.88, 9.26], [8.55, -1.60, 8.11], [0.10, 5.35, -9.28], [-0.05, 5.28, -7.91], [-1.33, 5.26, -7.38], [-1.45, 5.17, -5.96], [-0.39, 5.20, -5.15], [0.91, 5.23, -5.67], [1.06, 5.27, -7.07], [-2.22, 5.18, -7.99], [-2.44, 5.29, -5.53], [-0.65, 5.19, -4.10], [1.76, 5.35, -5.02], [2.00, 5.10, -7.58], [1.06, 1.12, 1.39], [0.78, 1.39, 3.17], [-0.76, 0.82, 3.73], [1.59, 0.83, 3.63], [0.83, 2.45, 3.42]]}

***

(6)
{"formula": "C33H38N5O3", "method": "ωB97M-V/def2-TZVPD", "total_energy_ev": -48422.191, "smiles": "CN1C(=O)[C@@H](Cc2ccccc2)N(/C=C/[C@H](c2cccc([N+](=O)[O-])c2)[n+]2cc3c4c(c2)CCCN4CCC3)C1(C)C", "largest_force_ev_per_a": 3.41, "orbital_gap_ev": 7.2, "charge": 1, "lumo_energy_ev": -3.26, "elements": ["C", "N", "C", "O", "C", "C", "C", "C", "C", "C", "C", "C", "N", "C", "C", "C", "C", "C", "C", "C", "C", "N", "O", "O", "C", "N", "C", "C", "C", "C", "C", "C", "C", "C", "N", "C", "C", "C", "C", "C", "C", "H", "H", "H", "H", "H", "H", "H", "H", "H", "H", "H", "H", "H", "H", "H", "H", "H", "H", "H", "H", "H", "H", "H", "H", "H", "H", "H", "H", "H", "H", "H", "H", "H", "H", "H", "H", "H", "H"], "positions_angstrom": [[-1.71, 6.05, 0.97], [-1.67, 4.60, 0.97], [-2.82, 3.88, 1.11], [-3.93, 4.38, 1.23], [-2.45, 2.41, 1.06], [-3.17, 1.69, -0.07], [-4.66, 1.62, 0.13], [-5.51, 2.06, -0.89], [-6.90, 2.05, -0.69], [-7.42, 1.57, 0.52], [-6.57, 1.13, 1.53], [-5.18, 1.14, 1.34], [-0.99, 2.42, 0.85], [-0.34, 1.24, 0.81], [0.99, 1.07, 0.58], [1.78, -0.24, 0.68], [3.32, 0.06, 0.39], [4.28, -0.98, 0.53], [5.65, -0.72, 0.52], [6.08, 0.61, 0.40], [5.15, 1.64, 0.17], [5.63, 2.97, 0.35], [6.83, 3.06, 0.69], [4.84, 3.93, 0.23], [3.78, 1.32, 0.03], [1.49, -1.49, -0.02], [1.20, -2.54, 0.78], [0.95, -3.82, 0.37], [1.01, -4.09, -1.01], [1.37, -3.03, -1.89], [1.60, -1.78, -1.34], [1.45, -3.26, -3.36], [1.45, -4.73, -3.72], [0.48, -5.56, -2.90], [0.65, -5.31, -1.48], [0.07, -6.31, -0.61], [0.60, -6.24, 0.82], [0.57, -4.84, 1.39], [-0.44, 3.81, 0.84], [0.28, 4.17, -0.47], [0.52, 4.11, 2.00], [-2.75, 6.35, 1.07], [-1.15, 6.49, 1.81], [-1.32, 6.49, 0.04], [-2.71, 1.96, 2.04], [-2.95, 2.23, -1.01], [-2.76, 0.67, -0.18], [-5.07, 2.43, -1.82], [-7.56, 2.40, -1.49], [-8.50, 1.56, 0.68], [-6.95, 0.76, 2.48], [-4.48, 0.82, 2.10], [-1.02, 0.39, 0.99], [1.51, 2.04, 0.42], [1.63, -0.56, 1.72], [3.96, -2.04, 0.63], [6.42, -1.49, 0.63], [7.13, 0.92, 0.50], [3.14, 2.14, -0.27], [1.15, -2.32, 1.83], [1.89, -0.92, -1.94], [2.33, -2.77, -3.79], [0.60, -2.78, -3.87], [1.18, -4.87, -4.77], [2.45, -5.12, -3.57], [-0.57, -5.33, -3.20], [0.69, -6.64, -3.01], [-1.04, -6.20, -0.59], [0.36, -7.27, -1.06], [0.00, -6.90, 1.44], [1.63, -6.58, 0.84], [-0.42, -4.62, 1.79], [1.24, -4.75, 2.25], [-0.37, 4.02, -1.33], [0.57, 5.24, -0.43], [1.20, 3.59, -0.59], [0.00, 4.06, 2.96], [1.37, 3.41, 2.00], [0.93, 5.12, 1.89]]}